The following is a DFT calculation (wB97M-V/def2-TZVPD) of C17H18Br2N8O3SSeZn as an isolated structure.

XYZ file:
```
51
Properties=species:S:1:pos:R:3
H -0.32532 1.76083 2.74602
H 3.02339 0.26038 3.17279
S -0.03663 -1.39095 -0.89358
C 1.44110 1.15794 1.94520
H -1.92399 -4.46584 4.44950
C 4.14174 0.90837 -1.22287
C -2.02939 0.16409 -1.43973
C 0.71431 -2.45988 1.49786
N -0.81595 0.04018 -0.85659
C -4.11906 -0.49822 -2.00837
H -3.46759 2.64960 -2.99771
C -1.87868 -3.08791 2.25958
O -0.56921 -2.23499 -1.92463
C -1.65374 -2.45618 1.05310
H 3.68643 0.21345 -1.92882
H 4.59556 0.15629 1.25075
Zn -0.35506 1.97807 -1.07198
H 0.74865 0.95982 3.84651
N -0.99311 3.51491 -0.12874
H -2.88556 -3.35684 2.55629
Br 0.41754 0.36646 -4.58624
H -0.26478 -4.46395 4.76574
C 1.13312 2.16077 -4.54251
C 1.99480 1.52456 -0.27670
H -4.87121 -1.27937 -1.96802
Br -0.10943 3.44395 -3.78836
O 1.38193 -1.11268 -0.92579
N 3.27152 1.04723 -0.06571
H 2.00578 2.16966 -3.90659
H 1.34514 2.47164 -5.55631
H -2.46765 -2.20219 0.38398
C 0.48945 -3.07668 2.71432
N 0.52332 1.22552 2.90581
H 4.25636 1.87510 -1.70998
H -5.33016 0.93450 -3.08247
C -0.35548 -2.14228 0.67732
N -1.04341 -3.99397 4.33915
N -2.96755 -0.78948 -1.42254
C -4.38090 0.72222 -2.61519
H 1.71282 -2.23343 1.15658
N -2.20855 1.39137 -1.98529
N 1.12223 1.59119 0.73088
C 3.60291 0.57409 1.15508
C -0.81136 -3.40532 3.10832
Se -1.88287 4.16834 2.56036
O 1.67836 1.95985 -1.40956
H 1.32172 -3.32966 3.36165
C -3.36834 1.66069 -2.56524
C -1.34652 3.77591 0.95596
C 2.74082 0.61715 2.19434
H 5.11249 0.53570 -0.90757
```

* molar mass: 718.61 g/mol
* HOMO level: -7.71 eV
* energy above the lowest of the compared OMol25 structures with the same formula, charge and spin: 17.2 kJ/mol
* DFT total energy: -11049.48807 hartree
* Kohn-Sham gap: 8.07 eV
* LUMO energy: 0.353 eV

Here are the Mulliken charges for atoms 1 to 5, given in e: number 1, H, carries -0.0152; number 2, H, carries 0.4054; number 3, S, carries 1.3478; number 4, C, carries 0.9943; number 5, H, carries 0.2209

=====

The following is a DFT calculation (wB97M-V/def2-TZVPD) of a 11-piece molecular cluster, C55H61IN2O34P overall.

XYZ file:
```
154
Properties=species:S:1:pos:R:3
H -1.18893 2.80856 -3.54205
H -5.27263 1.19061 -4.92969
H 3.33621 2.86824 -2.62957
H 0.56356 -7.52222 -0.96858
O 12.94939 2.72435 2.59310
O -9.94324 -1.82792 -1.94703
C 0.96851 7.10038 -8.55512
H -0.09990 7.52604 -11.09000
O -7.73112 0.11359 -4.12988
H 0.42265 -1.49716 8.80474
H -5.04890 -2.14537 3.80911
C 6.67644 -2.57668 2.26006
C -2.62740 0.31671 0.63385
H -1.93470 6.23833 -7.07922
C 4.99945 -3.43524 0.03006
O -6.63659 0.20067 -6.09678
C 1.93040 2.97001 -0.53841
C 11.45890 -5.64695 -0.35094
O -12.41484 -3.20776 1.63746
C 2.30191 -7.41095 0.31128
H -9.01059 0.67638 -1.10887
O 5.36948 4.56957 -0.52655
O -1.95371 -2.93641 4.09759
C -9.11395 -0.24558 -0.52697
H 1.81763 -6.58163 0.83738
C -4.70957 0.88640 2.61434
O -1.80496 -4.56337 2.49676
C 0.69650 6.85176 -10.75809
H -1.52036 0.51079 0.25023
O 0.34969 6.32362 -9.49170
H -0.12821 6.49390 -5.53320
H 0.48749 0.06467 9.65910
H -4.57710 -3.43912 4.93918
O -3.37138 -1.71666 9.49127
O 10.92531 -5.26251 0.90224
C -3.58170 -0.73995 -0.18691
C 4.17816 -1.99977 0.22664
H 2.34714 -8.27674 0.97761
O 4.40836 -6.00305 -1.96752
H -6.79488 -0.41204 2.12318
H -11.52951 -5.49708 3.70248
H 9.92640 4.92510 1.62600
C 1.63734 -7.72774 -0.98910
O -7.92795 -2.76267 -2.49373
O 11.12753 4.03661 3.02969
C -11.89323 -4.49836 3.44576
C 11.77368 2.99956 2.42086
C -0.86809 0.02881 7.97557
C -0.36844 5.46208 -5.80392
C -2.32366 -1.19685 9.14521
O -8.07670 -1.13571 -0.89290
H 4.60331 3.85081 3.30127
I 5.65442 1.26868 -1.40921
C -2.08509 2.18519 2.65993
H 0.81368 6.05084 -11.49323
O -1.22539 -1.06666 9.94542
C 2.64086 3.09341 2.17826
H 7.58083 -2.79778 2.97307
C 5.68694 1.16777 3.43692
H 7.33231 -0.11667 3.40234
H -5.09351 1.45096 3.59283
H -3.14160 -1.24401 -1.14682
O -1.13323 4.84159 -4.78794
O -10.60970 -1.81125 1.78919
O -2.72104 3.19585 -4.83443
H 4.72256 -4.22227 -0.81326
O -8.90314 0.50532 -6.05522
O 6.55329 2.13752 3.03100
H 4.04458 1.45199 4.99161
H -13.75276 -4.62092 2.35059
H 9.03956 2.81908 0.92086
O 1.85842 7.95789 -9.13510
O -2.09737 -0.66852 7.90694
H -12.45949 -4.09702 4.29272
C 4.60937 -0.88459 1.38771
H 9.09877 4.44858 3.12979
C -5.65583 0.17538 -5.07718
H 3.28422 -1.82854 -0.53963
C 5.83771 -1.14584 2.44152
C 9.57037 -5.19237 0.75164
C -10.35478 -1.00278 -0.87338
C -7.85008 0.29171 -5.47806
C 4.13978 1.56465 3.80691
C 6.25960 -3.67328 1.09233
H -12.33978 -5.24920 1.46618
H 9.13422 2.12645 2.55938
C 9.86384 4.15767 2.40474
C 0.98398 2.84890 -3.19316
C 10.40621 -5.21494 -1.31955
H -1.07238 1.08825 8.16306
H 3.11310 3.51133 4.40447
O -1.61236 3.26141 1.76431
C 9.62591 2.79336 1.84345
O -10.81324 -3.62796 3.16474
O 10.93310 2.31179 1.59389
O -2.02350 4.21527 -6.76011
H 3.32099 0.86276 3.35402
H 0.74874 3.21130 3.75505
O 0.75515 7.03642 -7.35592
H 4.86944 4.62218 -1.39497
H -0.69396 5.28780 -7.93391
C 3.71255 3.10754 3.45430
C -0.16837 3.16304 1.49855
O 3.60188 -7.00848 -0.07735
C -0.83249 2.98722 -1.28045
H -4.82607 -0.48109 -5.35325
O 9.21387 -5.29629 -0.56205
O 8.78056 -5.05397 1.67073
C -2.02137 4.01233 -5.41019
C -2.46803 -3.77902 3.15464
H 2.10710 8.44587 -11.13401
H -0.31543 -0.06587 7.03681
C -5.67538 -0.18930 1.77343
C -8.59102 -1.97832 -1.83584
H 1.79506 -8.76677 -1.29705
C 1.03301 3.16203 2.61390
N 6.28555 -0.22736 3.55650
O -3.82024 -3.62862 3.04346
H -6.40730 -1.42180 -3.82562
H -2.88760 -1.12432 3.88162
C -0.16403 -0.62747 9.11863
C -12.68142 -4.48868 2.17625
C 0.32002 3.04036 -0.09611
C -6.40853 -0.32859 -3.88872
H -1.99440 3.00616 -1.02312
N -0.47682 2.87327 -2.75709
C -4.23178 -2.80348 4.11711
H 10.35432 -5.86686 -2.19588
O -1.69330 2.09088 3.95509
C 3.51386 -6.57761 -1.36967
H 11.60961 -6.73156 -0.35320
C 1.97881 7.57096 -10.49079
H -6.02760 0.08220 -2.94968
C 3.13291 3.01484 0.58208
H -5.80412 -1.69240 -0.21965
P 5.01269 2.99741 0.21988
H 0.56362 4.90266 -5.93661
C -5.11580 -0.95572 0.39638
C -3.18253 1.11569 1.99113
H 10.54372 -4.18086 -1.65282
H -9.05862 -0.00206 0.53759
H 3.98985 0.10762 1.42071
H -2.93563 -1.80276 5.52808
H 1.22332 2.77329 -4.34546
C -1.25806 5.38087 -7.00183
C -11.22493 -2.79531 2.16441
H -11.17189 -0.34467 -1.18138
C -2.99096 -2.04628 4.46351
H 6.87726 -4.66298 0.95322
O 2.29436 -6.87431 -1.90675
H -10.70009 -1.63842 -0.05131
C 2.27157 2.89247 -2.14328
H 12.41825 -5.15428 -0.53138
H 2.85315 6.92009 -10.59658
```

* charge: +1
* molar mass: 1451.95 g/mol
* HOMO level: -9.52 eV
* DFT total energy: -5437.85426 hartree
* Kohn-Sham gap: 4.75 eV
* LUMO energy: -4.766 eV

Here are the Mulliken charges for atoms 1 to 5, given in e: number 1, H, carries 0.2101; number 2, H, carries 0.2474; number 3, H, carries 0.1020; number 4, H, carries 0.2950; number 5, O, carries -0.5440

=====

The following is a DFT calculation (wB97M-V/def2-TZVPD) of a 4-piece molecular cluster, C5H14O3 overall.

XYZ file:
```
22
Properties=species:S:1:pos:R:3
H 0.74522 1.33069 -4.11034
C 0.16741 2.50302 0.01511
O -3.16024 -0.58462 -0.42099
C -0.11644 1.31490 0.54045
H -2.19401 -0.50744 -0.41495
C 0.45601 -2.45099 -0.04964
H 1.47337 0.40366 2.45685
H 0.80392 0.09296 -1.00498
H 1.65751 1.25338 3.71107
H -0.07469 0.30908 -3.34955
H 0.71468 2.55549 -0.91696
H -0.13885 3.41652 0.50240
H 1.17702 -2.96204 0.59048
H -0.44633 -1.14518 1.49801
C 0.28540 0.04185 -0.05140
H -3.34450 -1.39833 0.06139
H 0.90841 -2.34189 -1.03383
O 1.34867 0.39252 3.41267
C 0.05496 -1.13555 0.53347
H -0.67946 1.25286 1.46479
H -0.40504 -3.11859 -0.11447
O 0.76698 0.77768 -3.31957
```

* molar mass: 122.16 g/mol
* structure (SMILES): C=C/C=C/C.O.O.O
* HOMO level: -8.86 eV
* energy above the lowest of the compared OMol25 structures with the same formula, charge and spin: 57.0 kJ/mol
* DFT total energy: -424.58453 hartree
* Kohn-Sham gap: 9.49 eV
* LUMO energy: 0.630 eV

Here are the Mulliken charges for atoms 1 to 5, given in e: number 1, H, carries 0.2996; number 2, C, carries -0.8653; number 3, O, carries -0.6643; number 4, C, carries 0.0526; number 5, H, carries 0.3702